1.
The following is a DFT calculation (the ωB97M-V functional and the def2-TZVPD basis) of a 5-piece molecular cluster, C21H42F2NO14P overall.

Structure (XYZ):
```
81
Properties=species:S:1:pos:R:3:mulliken_charge:R:1
P -3.70 2.09 -10.14 1.14
F -3.94 5.42 -11.01 -0.32
F -2.49 3.26 -9.76 -0.43
O 0.29 3.47 3.01 -0.35
O 0.12 2.60 0.92 -0.55
O 0.50 4.81 1.31 -0.34
O 4.30 -3.40 6.99 -0.58
O 3.67 -1.35 6.24 -0.27
O -4.04 3.96 -2.71 -0.38
O 5.23 -7.11 11.19 -0.36
O -4.80 0.79 -10.55 -0.43
O 2.22 -2.96 6.20 -0.33
O -4.22 3.09 -4.81 -0.54
O 5.46 -5.78 9.49 -0.34
O -3.83 5.30 -4.41 -0.34
O -2.45 0.89 -10.05 -0.55
O 5.06 -7.98 9.09 -0.56
N -3.68 -0.65 -12.39 -0.48
C -2.96 1.83 -2.25 -0.92
C 6.30 -9.25 11.66 -1.09
C 0.10 2.16 3.58 -0.19
C -4.09 4.96 -13.41 -1.15
C 5.58 -5.59 8.08 -0.48
C 1.82 -4.31 6.46 -0.14
C -4.23 2.66 -2.15 -0.19
C 4.96 -0.86 6.63 -0.65
C 3.48 -2.65 6.52 0.70
C 1.37 1.34 3.48 -1.00
C 0.28 3.53 1.67 0.77
C 1.56 -4.52 7.94 -1.08
C -3.58 4.41 -11.97 0.35
C -3.72 5.49 -5.82 -0.59
C -4.15 -0.15 -11.40 0.39
C -4.24 2.97 -11.72 -0.97
C -4.70 2.51 -8.57 -0.83
C 5.03 -8.42 11.75 -0.17
C 5.22 -7.05 9.85 0.77
C -4.06 4.02 -4.05 0.76
C 0.62 4.99 -0.10 -0.50
H -2.69 1.64 -3.29 0.30
H 0.90 -4.49 5.90 0.29
H 1.24 0.38 3.99 0.30
H 5.03 -0.83 7.72 0.30
H 2.47 -4.39 8.53 0.25
H -5.16 5.39 -13.27 0.31
H -3.67 6.56 -6.02 0.28
H 6.50 -6.05 7.72 0.38
H 7.14 -8.72 12.11 0.29
H 6.56 -9.44 10.62 0.31
H 5.76 -1.47 6.21 0.28
H -4.65 3.64 -8.39 0.17
H 2.21 1.87 3.93 0.28
H 0.66 6.07 -0.29 0.23
H -4.58 5.08 -6.35 0.22
H -3.08 0.87 -1.74 0.34
H -2.79 5.03 -6.19 0.30
H 1.54 4.54 -0.46 0.29
H 0.83 -3.79 8.31 0.34
H -4.31 1.89 -7.69 0.33
H 4.77 -8.27 12.80 0.28
H -0.25 4.58 -0.63 0.17
H -2.45 4.25 -12.09 0.28
H 5.06 0.15 6.25 0.20
H -4.06 4.17 -14.23 0.34
H -0.75 1.66 3.10 0.30
H -3.44 5.88 -13.67 0.31
H 4.72 -6.00 7.54 0.18
H 5.63 -4.52 7.88 0.20
H -2.12 2.37 -1.80 0.16
H -5.80 2.28 -8.84 0.36
H -5.39 3.07 -11.69 0.39
H -2.10 1.02 -9.13 0.33
H 4.18 -8.92 11.28 0.30
H 6.17 -10.21 12.17 0.35
H -0.16 2.31 4.63 0.29
H -5.08 2.15 -2.62 0.31
H -4.48 2.80 -1.10 0.29
H 1.17 -5.53 8.13 0.35
H 2.57 -5.02 6.08 0.28
H 1.63 1.14 2.44 0.31
H -4.02 2.32 -12.65 0.46
```

Properties
Multiplicity: 1
E (eV): -67336.832
Lowest unoccupied orbital energy (eV): 0.40
SMILES: C[C@@H](F)CP(C)(O)(F)OC#N.CCOC(=O)OC.CCOC(=O)OC.CCOC(=O)OC.CCOC(=O)OC
Energy above the lowest of the compared OMol25 structures with the same formula, charge and spin (kcal per mole): 0.0

---

2.
The following is a DFT calculation (the ωB97M-V functional and the def2-TZVPD basis) of a 2-piece molecular cluster, C5H14 overall.

Structure (XYZ):
```
19
Properties=species:S:1:pos:R:3:mulliken_charge:R:1
C 2.41 0.55 -0.77 -0.66
C -2.52 -0.58 0.29 -1.28
C 1.42 -0.06 -1.84 -0.84
C -1.04 -0.01 0.46 0.18
C -0.46 0.03 1.92 -1.18
H -1.30 0.49 2.63 0.29
H 2.66 -0.25 -0.09 0.26
H -0.40 -0.69 -0.08 0.01
H -0.30 -0.98 2.32 0.31
H -2.69 -0.87 -0.72 0.35
H -1.00 1.04 0.10 0.33
H 1.32 -1.11 -1.90 0.33
H -3.34 0.09 0.48 0.34
H -2.60 -1.36 1.05 0.31
H 0.39 0.30 -1.68 0.19
H 0.46 0.67 2.06 0.29
H 3.16 1.25 -1.37 0.28
H 1.92 1.26 -0.08 0.16
H 1.89 0.23 -2.78 0.31
```

Properties
Multiplicity: 1
E (eV): -5410.767
Lowest unoccupied orbital energy (eV): 1.12
SMILES: CCC.CC
Energy above the lowest of the compared OMol25 structures with the same formula, charge and spin (kcal per mole): 29.6

---

3.
The following is a DFT calculation (the ωB97M-V functional and the def2-TZVPD basis) of C34H54F6N7O7P3SbSc as an isolated structure.

Structure (XYZ):
```
113
Properties=species:S:1:pos:R:3:mulliken_charge:R:1
Sb 2.69 -0.29 3.27 2.03
Sc -0.15 0.39 0.48 -1.20
P -0.05 -3.09 0.08 -1.19
P 1.86 1.34 -1.11 1.01
P -2.47 -1.78 -0.80 -0.58
F 4.08 -0.73 4.42 -0.54
F 2.24 1.29 4.19 -0.55
F 1.39 -1.23 4.27 -0.65
F 2.90 -1.85 2.22 -0.59
F 3.78 0.65 2.07 -0.51
F 1.15 0.15 2.07 0.55
O 1.38 2.01 0.15 -1.10
O -1.99 -0.50 -0.22 -0.01
O 3.36 0.95 -0.94 0.24
O -1.40 -2.97 -0.82 -0.66
O 1.74 2.24 -2.40 -0.40
O 0.93 0.14 -1.32 -0.13
O 0.31 -1.74 0.59 2.04
N -2.81 -1.65 -2.40 0.61
N -0.99 2.22 1.75 0.83
N 0.92 -3.84 -0.99 0.31
N -1.23 2.06 -0.87 1.43
N -0.39 -4.11 1.30 0.87
N -1.45 -0.18 2.65 1.00
N -3.71 -2.34 0.12 0.74
C -0.43 3.03 4.02 0.06
C -1.21 0.52 4.97 1.34
C -4.39 -3.57 -0.29 -1.04
C -3.80 -0.63 -2.75 -0.98
C -1.63 -0.76 5.38 -1.09
C 1.09 -3.33 -2.35 -0.74
C -2.76 -2.77 -3.35 -0.91
C 2.28 3.60 -2.57 1.64
C -1.95 4.48 1.76 -0.86
C -1.96 -1.69 4.44 -1.42
C 2.13 3.85 -4.06 -1.74
C 0.24 -3.96 2.62 -0.87
C 1.44 4.57 -1.76 -1.28
C -2.48 5.54 1.01 -1.11
C 3.74 3.65 -2.15 -1.41
C -1.18 0.77 3.59 -0.04
C 3.74 -0.31 -3.01 -1.51
C -1.37 1.92 -2.17 -0.57
C 4.12 -0.14 -1.55 1.66
C -0.80 1.53 5.86 -0.71
C -1.46 3.32 1.14 0.52
C -0.86 2.08 3.11 -0.33
C -0.39 2.75 5.39 -1.38
C -2.58 5.45 -0.35 -0.96
C 5.57 0.28 -1.40 -1.72
C -0.92 -5.44 1.02 -1.09
C -1.92 2.92 -2.99 -1.27
C -4.52 -1.44 0.94 -0.75
C -2.32 4.10 -2.42 -1.09
C 2.07 -4.59 -0.48 -0.65
C -2.17 4.28 -1.03 1.30
C -1.82 -1.36 3.08 -0.53
C 3.84 -1.39 -0.73 -1.03
C -1.60 3.22 -0.29 -0.52
H -1.36 -5.47 0.02 0.22
H 4.20 -1.26 0.29 0.26
H -2.01 2.75 -4.05 0.61
H -2.49 -2.39 -4.33 0.35
H 1.82 -5.10 0.45 0.22
H -2.02 -3.50 -3.04 0.23
H -1.68 -0.99 6.44 0.46
H 2.73 3.14 -4.63 0.36
H 2.00 -2.74 -2.44 0.28
H 5.79 1.16 -2.01 0.35
H -0.50 -4.19 3.39 0.28
H 4.33 2.91 -2.69 0.16
H -2.30 -2.68 4.72 0.54
H 2.47 4.86 -4.30 0.42
H -3.93 -0.57 1.21 0.09
H 2.77 -1.58 -0.69 -0.43
H -4.81 -1.04 -2.78 0.31
H 1.09 3.76 -4.36 0.29
H 0.60 -2.95 2.76 0.10
H 1.43 4.28 -0.70 0.15
H 3.85 3.48 -1.07 0.28
H -0.79 1.32 6.92 0.45
H -0.06 3.99 3.66 0.67
H -2.83 6.42 1.53 0.44
H -1.70 -5.67 1.75 0.36
H -3.01 6.27 -0.93 0.47
H -3.76 0.19 -2.03 0.20
H 2.34 -5.34 -1.22 0.42
H -2.01 -2.11 2.32 0.73
H 5.78 0.51 -0.35 0.36
H -5.28 -3.37 -0.89 0.28
H -5.43 -1.13 0.41 0.29
H -3.56 -0.22 -3.73 0.38
H 0.41 4.58 -2.13 0.21
H -4.69 -4.13 0.60 0.38
H 2.93 -3.94 -0.29 0.02
H -3.71 -4.21 -0.86 0.23
H 4.34 -1.10 -3.45 0.49
H -3.74 -3.26 -3.43 0.27
H 2.69 -0.58 -3.11 0.13
H 1.14 -4.18 -3.04 0.39
H 1.08 -4.65 2.73 0.38
H 3.92 0.61 -3.57 0.26
H 0.25 -2.70 -2.63 -0.04
H -1.04 0.98 -2.59 0.76
H 4.35 -2.25 -1.18 0.69
H -2.74 4.90 -3.01 0.44
H -1.96 4.56 2.84 0.78
H -0.15 -6.21 1.09 0.33
H -4.81 -1.96 1.85 0.27
H 6.23 -0.53 -1.71 0.39
H 1.85 5.57 -1.85 0.57
H 4.13 4.64 -2.38 0.60
H -0.02 3.50 6.07 0.40
```

Properties
Multiplicity: 2
E (eV): -132322.548
<S²>: 0.816
Lowest unoccupied orbital energy (alpha / beta) (eV): -2.65 / -4.49
Charge: +1

---

The F_max results, record by record, are as follows: 5.942; 2.927; 0.606 eV Å⁻¹.